C7H6N4S | ωB97M-V with the def2-TZVPD basis set

Its total energy is -887.3753 hartree. The value obtained for the frontier orbital gap is 9.1 eV. For the lowest unoccupied orbital energy, the calculation gives 0.166 eV. As for the net charge: 0. The energy relative to the best compared isomer or geometry (same formula, charge and spin) comes out at 522.79 kJ/mol.

Element x y z (Å)
C1 -0.950 1.626 1.013
C2 -1.833 0.651 0.416
C3 0.432 0.138 -2.043
C4 -0.345 -0.969 -2.177
C5 -0.266 0.874 1.902
C6 1.809 -1.316 -1.180
C7 0.663 -0.822 2.154
N1 1.643 -0.078 -1.475
N2 -1.617 -0.567 0.829
N3 -0.660 -0.441 1.762
N4 0.907 0.439 2.583
S1 0.470 -2.349 -1.564
H1 -0.880 2.667 0.781
H2 -2.609 0.857 -0.296
H3 0.166 1.136 -2.343
H4 -1.332 -1.053 -2.585
H5 2.695 -1.710 -0.729
H6 1.708 0.916 2.951

---

C2H2N4O | ωB97M-V with the def2-TZVPD basis set

Its total energy is -371.5378 hartree. The value obtained for the frontier orbital gap is 8.3 eV. For the lowest unoccupied orbital energy, the calculation gives -2.197 eV. As for the net charge: 0. The energy relative to the best compared isomer or geometry (same formula, charge and spin) comes out at 216.65 kJ/mol.

Element x y z (Å)
O1 2.385 -0.392 -0.116
C1 1.582 0.651 0.047
C2 0.170 0.287 0.110
N1 -0.248 -0.958 0.114
N2 -1.596 -0.907 -0.022
N3 -1.964 0.383 -0.061
N4 -0.918 1.072 -0.058
H1 1.483 -1.168 -0.080
H2 2.002 1.547 0.255

---

C39H44GeIrN9O2Si | ωB97M-V with the def2-TZVPD basis set

Its total energy is -4626.4312 hartree. The value obtained for the frontier orbital gap (alpha / beta) is 3.8 / 5.1 eV. For the lowest unoccupied orbital energy (alpha / beta), the calculation gives -0.030 / -1.996 eV. As for the net charge: 0. As for the spin multiplicity: 5. The energy relative to the best compared isomer or geometry (same formula, charge and spin) comes out at 28.87 kJ/mol.

Element x y z (Å)
Ir1 -0.897 -0.984 -1.253
C1 4.683 -0.463 -1.367
N1 3.280 -0.543 -1.773
C2 2.201 -0.686 -1.020
N2 1.129 -0.673 -1.799
C3 1.634 -0.516 -3.051
N3 2.935 -0.423 -3.069
C4 5.055 0.882 -0.805
C5 6.027 1.648 -1.431
C6 6.381 2.886 -0.867
C7 5.776 3.349 0.273
C8 4.769 2.581 0.916
C9 4.433 1.329 0.350
C10 4.097 3.048 2.061
N4 4.219 4.200 2.710
N5 3.316 4.206 3.698
C11 2.648 3.072 3.646
O1 3.107 2.270 2.624
C12 1.551 2.628 4.427
C13 0.990 3.429 5.447
C14 -0.105 2.990 6.151
C15 -0.704 1.756 5.866
C16 -0.159 0.960 4.872
C17 -0.806 -0.348 4.501
N6 -1.205 -0.345 3.097
C18 -0.504 -0.728 2.037
N7 -1.156 -0.395 0.935
C19 -2.288 0.200 1.405
N8 -2.344 0.257 2.710
C20 0.960 1.378 4.167
H1 5.258 -0.692 -2.260
H2 4.853 -1.250 -0.629
H3 2.213 -0.805 0.048
H4 1.030 -0.474 -3.940
H5 6.505 1.297 -2.337
H6 7.144 3.487 -1.346
H7 6.052 4.303 0.703
H8 3.679 0.727 0.843
H9 1.437 4.392 5.654
H10 -0.526 3.617 6.927
H11 -1.584 1.433 6.408
H12 -1.706 -0.524 5.085
H13 -0.123 -1.188 4.637
H14 0.446 -1.231 2.093
H15 -3.064 0.591 0.770
H16 1.389 0.753 3.392
C21 -5.745 -1.856 -1.762
Si1 -3.879 -2.058 -1.748
C22 -3.394 -2.756 -3.408
C23 -3.585 -3.122 -0.246
N9 -2.847 -0.601 -1.617
C24 -3.229 0.733 -1.801
C25 -4.547 1.149 -2.049
C26 -4.878 2.487 -2.166
C27 -3.901 3.466 -2.052
C28 -2.584 3.096 -1.839
C29 -2.266 1.754 -1.733
O2 -0.966 1.290 -1.600
C30 0.047 2.206 -1.232
C31 0.949 2.598 -2.200
C32 1.970 3.474 -1.844
C33 2.049 3.962 -0.545
C34 1.124 3.559 0.409
C35 0.119 2.661 0.073
H17 -6.161 -2.863 -1.669
H18 -6.133 -1.424 -2.685
H19 -6.118 -1.270 -0.920
H20 -3.946 -3.663 -3.661
H21 -2.325 -2.979 -3.439
H22 -3.602 -2.003 -4.172
H23 -3.959 -4.134 -0.417
H24 -4.131 -2.707 0.605
H25 -2.534 -3.187 0.024
H26 -5.319 0.408 -2.133
H27 -5.908 2.765 -2.345
H28 -4.155 4.513 -2.140
H29 -1.810 3.846 -1.762
H30 0.845 2.230 -3.212
H31 2.700 3.775 -2.583
H32 2.839 4.651 -0.271
H33 1.183 3.941 1.422
H34 -0.605 2.333 0.808
C36 -1.850 -5.489 -2.378
Ge1 -0.580 -4.736 -1.098
C37 -1.034 -5.542 0.634
C38 1.167 -5.451 -1.631
C39 -0.338 -2.824 -0.868
H35 -1.730 -6.572 -2.317
H36 -1.643 -5.181 -3.402
H37 -2.882 -5.243 -2.139
H38 -0.881 -6.620 0.570
H39 -2.077 -5.353 0.886
H40 -0.410 -5.151 1.439
H41 1.129 -6.541 -1.621
H42 1.961 -5.126 -0.958
H43 1.418 -5.122 -2.640
H44 0.423 -2.726 -0.072

---

CH5NOS2 | ωB97M-V with the def2-TZVPD basis set

Its total energy is -967.3566 hartree. The value obtained for the frontier orbital gap (alpha / beta) is 6.6 / 7.7 eV. For the lowest unoccupied orbital energy (alpha / beta), the calculation gives -1.026 / -0.502 eV. As for the net charge: 0. The energy relative to the best compared isomer or geometry (same formula, charge and spin) comes out at 317.06 kJ/mol.

Element x y z (Å)
C1 0.482 1.118 -0.417
N1 -0.866 -1.535 0.224
O1 2.202 -0.848 0.402
S1 -2.066 -0.391 0.466
S2 1.142 -0.691 -0.539
H1 0.275 1.453 0.597
H2 1.268 1.670 -0.846
H3 -0.358 1.155 -1.025
H4 -0.942 -2.382 -0.310
H5 -0.441 -1.806 1.109

---

C4H4BrFO | ωB97M-V with the def2-TZVPD basis set

Its total energy is -2903.8680 hartree. The value obtained for the frontier orbital gap is 10.5 eV. For the lowest unoccupied orbital energy, the calculation gives 0.860 eV. As for the net charge: 0. The energy relative to the best compared isomer or geometry (same formula, charge and spin) comes out at 47.35 kJ/mol.

Element x y z (Å)
F1 0.512 1.391 -1.721
C1 0.752 0.517 -0.694
Br1 2.584 0.909 -0.212
C2 -0.392 0.730 0.654
C3 -0.873 -0.614 0.627
C4 -0.400 -1.353 -0.348
O1 0.583 -0.694 -1.170
H1 -0.950 1.524 0.406
H2 0.150 0.957 1.534
H3 -1.422 -0.854 1.495
H4 -0.545 -2.511 -0.571

---

C3H5NS2 | ωB97M-V with the def2-TZVPD basis set

Its total energy is -968.3679 hartree. The value obtained for the frontier orbital gap is 9.4 eV. For the lowest unoccupied orbital energy, the calculation gives 0.682 eV. As for the net charge: 0. The energy relative to the best compared isomer or geometry (same formula, charge and spin) comes out at 202.74 kJ/mol.

Element x y z (Å)
C1 1.770 1.677 -0.046
C2 1.522 0.492 0.519
S1 1.133 -1.057 -0.327
C3 -0.522 -1.412 0.176
N1 -1.542 -0.703 0.335
S2 -1.623 0.880 -0.171
H1 1.799 1.881 -1.107
H2 2.062 2.417 0.661
H3 1.737 0.383 1.555
H4 -0.649 -2.468 0.513
H5 -2.937 0.998 0.116